# 1
This record from the Open Molecules 2025 dataset describes 4 unconnected molecules or ions with the total composition C24H58BrN3O2. The level of theory is the ωB97M-V functional and the def2-TZVPD basis.

Calculated values
Spin multiplicity ... 1
Total charge ... +2
Energy above the lowest of the compared OMol25 structures with the same formula, charge and spin ... 0.099 eV
Kohn-Sham gap ... 8.03 eV

Last column: Löwdin charge in e.
Geometry (Å):
1 Br 1.8629 -0.5136 -0.5870  -0.29
2 C 0.0986 3.2232 -1.2323  -0.07
3 C 0.1622 4.0880 0.0649  -0.06
4 N 0.9642 3.4160 1.2917  -0.22
5 C 1.0573 4.3840 2.4467  0.01
6 C 0.1978 2.1135 1.7868  -0.11
7 C -1.1922 2.3880 2.5991  -0.02
8 C 2.3533 2.9039 0.9167  -0.13
9 C 3.3488 3.9169 0.6594  -0.30
10 O 4.4005 3.2939 0.0661  -0.18
11 C 5.5366 4.0637 -0.3294  -0.04
12 H 1.0282 3.2069 -1.8012  0.09
13 H -0.7005 3.5699 -1.8874  0.08
14 H -0.1491 2.1731 -1.0771  0.02
15 H -0.8108 4.2108 0.5406  0.11
16 H 0.7802 4.9421 -0.2120  0.12
17 H 1.4123 3.7971 3.2938  0.12
18 H 0.0462 4.7270 2.6661  0.10
19 H 1.6809 5.2549 2.2448  0.11
20 H 0.8728 1.5777 2.4542  0.10
21 H 0.0820 1.3906 0.9793  0.05
22 H -1.8300 3.2046 2.2609  0.07
23 H -0.9338 2.9331 3.5069  0.07
24 H -1.7412 1.4469 2.6321  0.04
25 H 2.3393 2.1922 0.0913  0.06
26 H 2.7031 2.3544 1.7906  0.14
27 H 3.6223 4.5441 1.5079  0.13
28 H 3.1158 4.6591 -0.1040  0.13
29 H 5.1362 4.7345 -1.0895  0.09
30 H 6.1595 3.3653 -0.8884  0.10
31 H 5.9752 4.5736 0.5283  0.10
32 C 1.2440 -1.7753 3.1354  -0.08
33 C 0.0055 -2.5924 3.3480  -0.16
34 N -0.7582 -3.0175 2.0490  -0.17
35 C -1.8008 -4.1086 2.5249  0.05
36 C -1.5395 -1.8127 1.4137  -0.17
37 C -2.4566 -1.0678 2.3314  -0.07
38 C 0.1594 -3.6292 0.9475  -0.06
39 C 0.7200 -5.0506 1.2120  -0.17
40 O 1.4261 -4.8908 2.4357  -0.22
41 C 1.7872 -6.0578 3.0583  -0.11
42 H 1.6780 -1.3990 4.0618  0.10
43 H 1.0790 -0.8390 2.6022  0.04
44 H 2.0907 -2.4158 2.8884  0.09
45 H -0.6699 -2.1423 4.0757  0.12
46 H 0.3716 -3.5016 3.8249  0.12
47 H -2.4248 -3.7793 3.3557  0.10
48 H -1.2827 -5.0185 2.8279  0.09
49 H -2.3994 -4.3619 1.6499  0.11
50 H -2.1272 -2.1341 0.5539  0.11
51 H -0.7575 -1.1511 1.0411  0.07
52 H -1.8642 -0.5400 3.0788  0.07
53 H -3.2199 -1.7209 2.7543  0.09
54 H -2.9443 -0.1581 1.9809  0.08
55 H 0.9708 -2.9014 0.9569  0.06
56 H -0.3707 -3.6330 -0.0049  0.13
57 H 1.4574 -5.3849 0.4823  0.14
58 H 0.0113 -5.8721 1.1070  0.12
59 H 2.6737 -6.4810 2.5860  0.10
60 H 1.0130 -6.7919 2.8350  0.09
61 H 2.1136 -6.0159 4.0974  0.10
62 C 1.8781 0.3842 -4.6105  -0.08
63 C 0.5577 -0.2806 -4.2393  -0.28
64 C -0.6550 0.6065 -4.1316  -0.08
65 N -1.9082 -0.1068 -3.5193  -0.21
66 C -2.0714 -1.5289 -4.1183  0.05
67 C -2.0319 -0.1979 -1.9875  -0.10
68 C -3.5324 -0.1772 -1.6397  -0.15
69 C -4.2327 0.2428 -2.9036  -0.16
70 C -3.1498 0.7078 -3.8707  -0.10
71 H 1.9800 1.2355 -3.9375  0.07
72 H 1.8089 0.6141 -5.6737  0.08
73 H 2.8081 -0.1656 -4.4663  0.09
74 H 0.7912 -0.7863 -3.3024  0.03
75 H 0.3393 -1.1962 -4.7889  0.10
76 H -0.9494 0.8777 -5.1455  0.14
77 H -0.4921 1.4983 -3.5265  0.12
78 H -1.3304 -2.1647 -3.6338  0.10
79 H -1.8325 -1.4864 -5.1809  0.11
80 H -3.0884 -1.8832 -3.9499  0.11
81 H -1.4055 -0.9630 -1.5288  0.10
82 H -1.6600 0.7727 -1.6595  0.10
83 H -3.7792 -1.2084 -1.3871  0.11
84 H -3.5663 0.3864 -0.7073  0.12
85 H -4.9271 -0.4956 -3.3044  0.12
86 H -4.8750 1.0906 -2.6656  0.13
87 H -3.4989 0.6032 -4.8980  0.15
88 H -2.9415 1.7298 -3.5542  0.14



# 2
This record from the Open Molecules 2025 dataset describes 5 unconnected molecules or ions with the total composition C24H58F5N6O11P2S. The level of theory is the ωB97M-V functional and the def2-TZVPD basis.

Calculated values
Spin multiplicity ... 1
Total charge ... -1
Kohn-Sham gap ... 7.00 eV

Last column: Löwdin charge in e.
Geometry (Å):
1 C -0.3443 1.0278 -3.3171  -0.14
2 C 0.2845 0.8886 -1.9044  -0.38
3 P 0.9827 2.4298 -1.1785  1.04
4 C 0.0749 3.7965 -2.0841  -0.29
5 C 2.8439 2.6055 -1.5301  -0.49
6 C 3.2806 1.1038 -1.8099  -0.80
7 O 3.1626 0.3650 -0.8030  -0.06
8 O 3.6499 0.7999 -2.9351  0.00
9 N 3.4440 3.1775 -0.2981  -0.20
10 C 2.7717 4.3835 0.2419  -0.32
11 N 1.9822 4.1077 1.4426  0.02
12 S 5.0655 3.4885 -0.3563  0.68
13 O 5.4153 4.7585 -0.9181  -0.26
14 O 5.8455 2.4530 -0.9301  -0.21
15 C 5.6943 3.5835 1.4088  -0.47
16 F 5.3847 4.7299 2.0115  0.12
17 F 7.0179 3.5804 1.2555  0.13
18 C 5.3637 2.3381 2.2857  -0.59
19 F 5.4249 2.7458 3.5812  0.12
20 F 4.1588 1.8645 2.0913  0.19
21 F 6.2592 1.3920 2.1582  0.20
22 P 3.2101 3.5553 -3.0940  0.51
23 O 4.5886 3.4871 -3.5366  -0.25
24 O 2.7869 5.1403 -2.9253  -0.15
25 O 2.2850 2.9753 -4.3242  -0.15
26 H -1.2384 1.6427 -3.2255  0.05
27 H -0.6619 0.0217 -3.6274  0.05
28 H 0.3679 1.3729 -4.0634  0.06
29 H 0.9299 0.0132 -1.8907  0.08
30 H -0.5612 0.6365 -1.2581  0.04
31 H -0.9720 3.4896 -2.0843  0.03
32 H 0.3733 3.9214 -3.1242  0.00
33 H 0.1326 4.7120 -1.5000  0.02
34 H 3.5252 5.1071 0.5563  0.10
35 H 2.2007 4.9192 -0.5101  0.09
36 H 1.0682 4.5279 1.3857  0.05
37 H 2.4788 4.4135 2.2657  0.06
38 H 2.0267 5.3351 -3.4831  0.05
39 H 1.7592 3.6826 -4.7124  0.05
40 C -3.0066 -3.0013 -7.6707  -0.08
41 C -2.3528 -1.6576 -7.3608  -0.43
42 C -1.2619 -1.7288 -6.2812  -0.21
43 O -1.7411 -1.8632 -4.9583  -0.20
44 C -2.1283 -3.1731 -4.5860  -0.10
45 N -3.3996 -0.6905 -7.0127  0.04
46 H -3.7378 -3.2896 -6.9163  0.06
47 H -3.5375 -2.9499 -8.6223  0.07
48 H -2.2609 -3.7954 -7.7467  0.08
49 H -1.8682 -1.3142 -8.2797  0.13
50 H -0.7153 -0.7820 -6.2944  0.12
51 H -0.5280 -2.5144 -6.5047  0.12
52 H -1.4934 -3.9366 -5.0458  0.09
53 H -3.1775 -3.3496 -4.8374  0.07
54 H -2.0386 -3.2505 -3.5036  0.08
55 H -2.9775 0.2286 -6.9139  0.07
56 H -3.7184 -0.9142 -6.0732  0.07
57 C -3.1360 -0.8914 3.7823  -0.08
58 C -3.1497 0.5739 3.3559  -0.44
59 C -3.5291 0.7878 1.8818  -0.22
60 O -2.5167 0.4696 0.9516  -0.19
61 C -2.3696 -0.9113 0.6711  -0.10
62 N -1.8519 1.1709 3.6818  0.05
63 H -2.2371 -1.4098 3.4514  0.06
64 H -3.1610 -0.9653 4.8701  0.07
65 H -4.0050 -1.4262 3.3907  0.07
66 H -3.9136 1.0792 3.9560  0.13
67 H -3.7263 1.8541 1.7390  0.12
68 H -4.4612 0.2612 1.6294  0.12
69 H -3.3299 -1.4378 0.6776  0.08
70 H -1.6813 -1.3684 1.3848  0.08
71 H -1.9231 -1.0135 -0.3180  0.08
72 H -1.8914 2.1703 3.5036  0.07
73 H -1.1738 0.8311 3.0033  0.08
74 C 3.5207 1.1685 5.8694  -0.07
75 C 3.0118 2.1875 6.8842  -0.43
76 C 3.6766 2.0725 8.2650  -0.21
77 O 3.2362 0.9822 9.0554  -0.19
78 C 3.8110 -0.2678 8.7235  -0.11
79 N 1.5515 2.0836 6.9728  0.04
80 H 3.0903 0.1788 6.0205  0.07
81 H 3.2529 1.4763 4.8595  0.07
82 H 4.6082 1.0800 5.9121  0.08
83 H 3.2559 3.1809 6.4957  0.13
84 H 3.4158 2.9667 8.8384  0.12
85 H 4.7716 2.0646 8.1794  0.12
86 H 4.8529 -0.1656 8.4076  0.09
87 H 3.2315 -0.7699 7.9465  0.07
88 H 3.7775 -0.8949 9.6153  0.08
89 H 1.2016 2.8332 7.5635  0.07
90 H 1.3352 1.2391 7.4959  0.07
91 C -5.0189 -6.8478 -0.3596  -0.07
92 C -3.6471 -6.7817 -1.0248  -0.43
93 C -2.9661 -5.4091 -0.9117  -0.20
94 O -3.4906 -4.4098 -1.7660  -0.21
95 C -4.6875 -3.8032 -1.3164  -0.10
96 N -3.7768 -7.2130 -2.4209  0.04
97 H -5.7963 -6.3854 -0.9669  0.06
98 H -5.3126 -7.8870 -0.2084  0.07
99 H -5.0092 -6.3581 0.6165  0.08
100 H -3.0022 -7.4991 -0.5089  0.13
101 H -1.9222 -5.5275 -1.2140  0.12
102 H -2.9509 -5.0548 0.1276  0.12
103 H -4.7091 -3.7020 -0.2275  0.09
104 H -5.5611 -4.3618 -1.6603  0.07
105 H -4.7407 -2.8084 -1.7601  0.09
106 H -2.8504 -7.2762 -2.8340  0.07
107 H -4.2216 -6.4559 -2.9340  0.07



no.,calculated total energy (eV),HOMO level (eV)
1,-104418.6274,-12.39
2,-100291.7361,-5.02